Record 1
A molecular structure, C28H45N3O3S6Si3Tl at a distorted geometry. Source: the OMol25 dataset; level of theory: the ωB97M-V functional and the def2-TZVPD basis.

Summary:
ΔE to the lowest compared entry with this formula, charge and spin   0.0 kcal per mole
Charge   -1
Kohn-Sham gap (spin up / spin down)   4.592 / 4.805 eV

Structure (XYZ):
```
89
C28H45N3O3S6Si3Tl the ωB97M-V functional and the def2-TZVPD basis
Tl -0.36 1.16 1.01
S -2.80 3.90 -0.24
S -4.13 5.17 -0.75
S -5.08 2.14 -1.72
S -3.53 2.00 -0.76
O 1.06 -0.93 -4.59
C 2.00 0.08 -4.30
C 3.08 0.22 -5.17
C 4.09 1.14 -5.04
C 4.12 1.81 -3.82
C 3.14 1.62 -2.88
C 2.06 0.80 -3.14
C 1.05 0.63 -1.98
O 1.31 1.20 -0.91
N 0.07 -0.21 -2.26
N -0.90 -0.31 -1.23
C -1.90 -1.03 -1.64
S -3.38 -1.19 -0.67
C -4.32 -1.77 -2.07
C -3.47 -2.66 -3.02
S -1.93 -1.70 -3.33
H 0.44 -0.99 -3.83
H 3.11 -0.30 -6.08
H 4.97 1.09 -5.69
H 4.96 2.44 -3.45
H 3.12 1.97 -1.89
H -4.61 -0.91 -2.65
H -5.23 -2.17 -1.68
H -3.90 -3.00 -3.96
H -3.23 -3.60 -2.46
C 2.56 0.12 5.16
Si 1.35 0.61 3.89
C 1.63 2.40 3.43
C -0.41 0.80 4.64
C 1.24 -0.55 2.44
Si 2.87 -1.14 1.69
C 4.09 0.34 1.50
C 2.62 -1.79 -0.01
C 3.81 -2.49 2.65
Si 0.09 -2.00 2.67
C 0.00 -3.25 1.28
C 0.76 -3.03 4.10
C -1.82 -1.68 3.15
C -2.55 -2.43 4.07
C -3.85 -2.01 4.36
C -4.36 -0.76 3.85
C -3.56 -0.09 2.95
N -2.40 -0.60 2.52
H 2.49 0.62 6.14
H 3.54 0.37 4.79
H 2.55 -0.99 5.20
H 0.91 2.82 2.68
H 2.65 2.69 3.33
H 1.20 2.85 4.32
H -0.28 1.70 5.35
H -0.76 -0.02 5.17
H -1.04 1.16 3.91
H 3.85 0.86 0.58
H 5.10 -0.01 1.38
H 4.07 1.10 2.18
H 2.51 -2.85 0.10
H 3.46 -1.57 -0.67
H 1.72 -1.41 -0.50
H 4.81 -2.48 2.19
H 3.41 -3.48 2.44
H 3.96 -2.34 3.70
H 0.91 -3.81 1.03
H -0.45 -2.80 0.42
H -0.71 -3.99 1.62
H 1.83 -3.16 3.96
H 0.23 -3.97 4.20
H 0.59 -2.49 5.05
H -2.13 -3.31 4.53
H -4.45 -2.50 5.10
H -5.33 -0.43 4.11
H -3.88 0.83 2.40
C -0.80 3.35 -4.63
C -1.28 1.96 -4.86
C -2.77 2.10 -4.74
O -3.02 3.12 -3.82
C -1.95 4.11 -3.91
H -0.64 3.86 -5.60
H 0.14 3.38 -4.09
H -0.99 1.29 -4.02
H -0.89 1.51 -5.77
H -3.19 1.20 -4.22
H -3.30 2.27 -5.76
H -1.62 4.44 -2.93
H -2.35 4.95 -4.52
```

What are the Löwdin partial charges on each atom? They are as follows, in elementary charge units:
1. Tl 0.79
2. S -0.06
3. S 0.06
4. S 0.17
5. S -0.14
6. O -0.01
7. C -0.24
8. C -0.04
9. C -0.09
10. C -0.11
11. C -0.04
12. C -0.08
13. C -0.51
14. O -0.16
15. N -0.04
16. N -0.11
17. C -0.85
18. S 0.84
19. C -0.56
20. C -0.49
21. S 0.94
22. H 0.00
23. H 0.09
24. H 0.10
25. H 0.10
26. H 0.09
27. H 0.04
28. H 0.06
29. H 0.07
30. H 0.08
31. C -0.18
32. Si 0.27
33. C -0.20
34. C -0.18
35. C -0.54
36. Si 0.39
37. C -0.15
38. C -0.18
39. C -0.19
40. Si 0.44
41. C -0.17
42. C -0.19
43. C -0.27
44. C -0.08
45. C -0.06
46. C -0.06
47. C -0.17
48. N -0.01
49. H 0.04
50. H 0.02
51. H 0.03
52. H -0.01
53. H 0.01
54. H 0.01
55. H 0.06
56. H 0.00
57. H -0.04
58. H 0.02
59. H 0.02
60. H -0.03
61. H 0.00
62. H 0.05
63. H 0.02
64. H 0.03
65. H 0.02
66. H 0.00
67. H 0.03
68. H 0.01
69. H 0.02
70. H 0.00
71. H 0.02
72. H 0.03
73. H 0.09
74. H 0.08
75. H 0.08
76. H 0.11
77. C -0.16
78. C -0.19
79. C -0.25
80. O -0.24
81. C -0.15
82. H 0.11
83. H 0.10
84. H 0.09
85. H 0.12
86. H 0.10
87. H 0.14
88. H 0.08
89. H 0.12

***

Record 2
A single C5H12N2O molecule at a distorted geometry. Source: the OMol25 dataset; level of theory: the ωB97M-V functional and the def2-TZVPD basis.

Summary:
ΔE to the lowest compared entry with this formula, charge and spin   70.5 kcal per mole
Kohn-Sham gap   9.679 eV

Structure (XYZ):
```
20
C5H12N2O the ωB97M-V functional and the def2-TZVPD basis
C -0.47 0.01 2.36
C 0.46 0.37 1.10
C -0.15 -0.35 -0.18
C 0.90 -0.57 -1.31
N 1.55 -1.90 -1.22
N -1.02 0.53 -1.06
C -1.17 1.86 -0.85
O -1.99 2.36 -1.61
H -1.35 0.66 2.25
H 0.06 0.11 3.34
H -0.88 -0.99 2.29
H 0.53 1.53 0.93
H 1.46 -0.05 1.30
H -0.57 -1.23 0.28
H 0.45 -0.55 -2.35
H 1.65 0.38 -1.37
H 1.13 -2.61 -1.65
H 1.67 -2.15 -0.24
H -1.64 0.10 -1.75
H -0.63 2.48 -0.25
```

What are the Löwdin partial charges on each atom? They are as follows, in elementary charge units:
1. C -0.10
2. C -0.18
3. C -0.28
4. C -0.24
5. N 0.01
6. N 0.04
7. C -0.34
8. O -0.01
9. H 0.07
10. H 0.08
11. H 0.05
12. H 0.11
13. H 0.10
14. H 0.11
15. H 0.12
16. H 0.16
17. H 0.00
18. H 0.06
19. H 0.15
20. H 0.09

***

Record 3
14 unconnected molecules or ions with the total composition C25H65BrN27O19P at a distorted geometry. Source: the OMol25 dataset; level of theory: the ωB97M-V functional and the def2-TZVPD basis.

Summary:
Kohn-Sham gap   7.499 eV

Structure (XYZ):
```
138
C25H65BrN27O19P the ωB97M-V functional and the def2-TZVPD basis
C 4.76 0.28 -2.22
C 3.54 -0.35 -2.91
O 3.66 -1.09 -3.81
O 2.34 0.02 -2.30
C 1.28 0.26 -3.13
O 1.32 0.58 -4.26
C -0.07 0.13 -2.42
C -1.29 0.40 -3.28
C -2.01 1.51 -3.13
P -1.61 2.85 -1.91
O 0.01 3.25 -2.04
Br -2.01 1.87 0.11
C -3.27 1.68 -3.99
O -3.56 2.71 -4.50
C -4.08 0.39 -4.16
C -5.59 0.43 -4.08
C -5.96 0.56 -2.54
N -5.14 -0.44 -1.82
C -3.35 -0.70 -4.34
C -1.83 -0.58 -4.34
O -1.12 -1.18 -5.08
H 4.81 -0.10 -1.18
H 4.62 1.37 -2.16
H 5.67 -0.01 -2.75
H -0.19 -0.88 -1.99
H -0.04 0.82 -1.56
H 0.20 3.37 -2.99
H -6.08 -0.48 -4.47
H -5.98 1.35 -4.55
H -5.60 1.54 -2.16
H -7.03 0.38 -2.37
H -5.21 -1.34 -2.30
H -5.41 -0.51 -0.84
H -3.85 -1.67 -4.43
C 2.86 2.24 -7.09
O 2.30 3.05 -6.38
N 3.52 2.60 -8.24
N 2.90 0.91 -6.81
H 3.99 1.95 -8.84
H 3.51 3.58 -8.48
H 2.43 0.60 -5.97
H 3.36 0.23 -7.39
C -2.77 5.58 1.11
O -2.61 5.03 2.19
N -1.79 5.65 0.17
N -3.94 6.17 0.76
H -1.90 6.10 -0.72
H -0.91 5.22 0.40
H -4.68 6.13 1.44
H -4.11 6.63 -0.11
C 5.84 1.60 1.54
O 6.43 1.31 0.50
N 6.07 2.76 2.20
N 4.92 0.78 2.12
H 5.60 3.02 3.05
H 6.74 3.39 1.80
H 4.73 -0.10 1.66
H 4.43 1.00 2.97
C 1.63 -0.42 2.54
O 2.70 -1.00 2.74
N 0.56 -0.55 3.36
N 1.44 0.39 1.46
H -0.32 -0.09 3.20
H 0.65 -1.15 4.17
H 2.22 0.51 0.84
H 0.59 0.87 1.26
C -5.13 -3.22 0.58
O -5.55 -2.22 0.01
N -4.44 -3.15 1.75
N -5.31 -4.47 0.09
H -4.08 -3.96 2.24
H -4.28 -2.24 2.14
H -5.82 -4.56 -0.78
H -4.98 -5.30 0.54
C 6.09 -2.18 4.52
O 5.40 -1.37 5.11
N 6.90 -1.84 3.48
N 6.09 -3.51 4.84
H 7.47 -2.50 2.97
H 6.92 -0.87 3.21
H 5.50 -3.80 5.60
H 6.64 -4.20 4.37
C -6.89 -3.91 4.53
O -5.84 -4.42 4.90
N -8.04 -4.02 5.25
N -6.98 -3.19 3.38
H -8.91 -3.62 4.96
H -8.01 -4.55 6.10
H -6.14 -3.09 2.84
H -7.83 -2.76 3.06
C 8.93 3.55 4.51
O 7.90 4.21 4.46
N 9.80 3.62 5.56
N 9.29 2.69 3.51
H 10.64 3.09 5.62
H 9.56 4.25 6.31
H 8.67 2.62 2.73
H 10.13 2.14 3.53
C -4.90 7.72 5.13
O -5.86 8.40 5.42
N -3.75 7.70 5.87
N -4.87 6.92 4.02
H -2.95 7.15 5.64
H -3.73 8.28 6.69
H -5.70 6.90 3.45
H -4.08 6.35 3.76
C -0.34 -2.87 -9.32
O -0.01 -3.14 -10.47
N 0.05 -1.72 -8.70
N -1.11 -3.70 -8.57
H -0.20 -1.48 -7.76
H 0.62 -1.08 -9.23
H -1.42 -4.57 -8.99
H -1.38 -3.49 -7.62
C 0.25 -2.81 6.98
O 0.33 -2.10 5.99
N 0.72 -2.42 8.20
N -0.32 -4.05 6.95
H 0.66 -2.98 9.02
H 1.14 -1.51 8.25
H -0.68 -4.37 6.07
H -0.40 -4.65 7.75
C -3.39 -6.57 -8.92
O -2.48 -6.05 -9.55
N -3.36 -7.87 -8.53
N -4.51 -5.88 -8.56
H -4.09 -8.32 -8.01
H -2.54 -8.40 -8.78
H -4.57 -4.92 -8.84
H -5.27 -6.28 -8.05
C 3.62 0.82 6.07
O 2.72 1.54 6.49
N 4.82 0.71 6.73
N 3.52 0.09 4.94
H 5.58 0.13 6.40
H 4.94 1.24 7.57
H 2.66 0.14 4.44
H 4.25 -0.51 4.59
```

Here are the Löwdin charges for atoms 1 to 99, given in e:
1. C 0.03
2. C -0.47
3. O 0.17
4. O 0.10
5. C -0.43
6. O 0.17
7. C -0.04
8. C -0.13
9. C -0.28
10. P 0.63
11. O -0.35
12. Br 0.31
13. C -0.36
14. O 0.14
15. C -0.17
16. C -0.12
17. C -0.23
18. N -0.02
19. C 0.05
20. C -0.31
21. O 0.14
22. H 0.08
23. H 0.10
24. H 0.09
25. H 0.15
26. H 0.05
27. H 0.07
28. H 0.12
29. H 0.12
30. H 0.11
31. H 0.11
32. H 0.05
33. H 0.04
34. H 0.13
35. C -0.69
36. O 0.01
37. N 0.14
38. N 0.16
39. H 0.09
40. H 0.10
41. H 0.06
42. H 0.10
43. C -0.70
44. O 0.00
45. N 0.15
46. N 0.16
47. H 0.09
48. H 0.10
49. H 0.08
50. H 0.10
51. C -0.69
52. O -0.01
53. N 0.16
54. N 0.17
55. H 0.10
56. H 0.10
57. H 0.09
58. H 0.07
59. C -0.67
60. O -0.01
61. N 0.18
62. N 0.17
63. H 0.10
64. H 0.07
65. H 0.09
66. H 0.04
67. C -0.66
68. O 0.01
69. N 0.14
70. N 0.17
71. H 0.11
72. H 0.12
73. H 0.11
74. H 0.10
75. C -0.61
76. O 0.00
77. N 0.18
78. N 0.17
79. H 0.10
80. H 0.10
81. H 0.11
82. H 0.10
83. C -0.69
84. O 0.01
85. N 0.15
86. N 0.16
87. H 0.09
88. H 0.10
89. H 0.05
90. H 0.10
91. C -0.69
92. O 0.02
93. N 0.15
94. N 0.15
95. H 0.09
96. H 0.10
97. H 0.08
98. H 0.09
99. C -0.69

***

Record 4
A molecular structure, C4H14FN2O2PRh at a distorted geometry. Source: the OMol25 dataset; level of theory: the ωB97M-V functional and the def2-TZVPD basis.

Summary:
ΔE to the lowest compared entry with this formula, charge and spin   28.6 kcal per mole
Charge   +1
Multiplicity   5
Kohn-Sham gap (spin up / spin down)   9.730 / 7.622 eV

Structure (XYZ):
```
25
C4H14FN2O2PRh the ωB97M-V functional and the def2-TZVPD basis
Rh 6.40 4.60 4.43
F 5.27 2.98 5.19
N 3.31 4.80 4.68
N 4.52 5.01 3.83
H 3.72 4.00 5.22
H 3.33 5.61 5.27
H 4.35 5.91 3.36
H 4.30 4.34 3.08
O 8.41 5.52 4.87
C 8.95 4.38 4.84
O 8.19 3.38 4.54
H 10.05 4.22 5.01
C 6.44 6.11 7.94
P 6.40 4.61 6.94
C 5.10 3.74 7.86
C 7.84 3.79 7.69
H 6.45 5.79 8.98
H 5.54 6.73 7.78
H 7.34 6.67 7.78
H 5.56 2.95 8.44
H 4.44 3.28 7.15
H 4.51 4.40 8.49
H 7.58 3.52 8.69
H 8.73 4.40 7.71
H 7.99 2.88 7.12
```

What are the Löwdin partial charges on each atom? They are as follows, in elementary charge units:
1. Rh 1.24
2. F -0.49
3. N 0.03
4. N -0.21
5. H 0.04
6. H 0.07
7. H 0.12
8. H 0.12
9. O -0.12
10. C -0.45
11. O -0.15
12. H 0.17
13. C -0.25
14. P 0.84
15. C -0.23
16. C -0.23
17. H 0.07
18. H 0.06
19. H 0.05
20. H 0.06
21. H 0.01
22. H 0.07
23. H 0.05
24. H 0.06
25. H 0.06

***

Copy entry 2 word for word.
A single C5H12N2O molecule at a distorted geometry. Source: the OMol25 dataset; level of theory: the ωB97M-V functional and the def2-TZVPD basis.

Summary:
ΔE to the lowest compared entry with this formula, charge and spin   70.5 kcal per mole
Kohn-Sham gap   9.679 eV

Structure (XYZ):
```
20
C5H12N2O the ωB97M-V functional and the def2-TZVPD basis
C -0.47 0.01 2.36
C 0.46 0.37 1.10
C -0.15 -0.35 -0.18
C 0.90 -0.57 -1.31
N 1.55 -1.90 -1.22
N -1.02 0.53 -1.06
C -1.17 1.86 -0.85
O -1.99 2.36 -1.61
H -1.35 0.66 2.25
H 0.06 0.11 3.34
H -0.88 -0.99 2.29
H 0.53 1.53 0.93
H 1.46 -0.05 1.30
H -0.57 -1.23 0.28
H 0.45 -0.55 -2.35
H 1.65 0.38 -1.37
H 1.13 -2.61 -1.65
H 1.67 -2.15 -0.24
H -1.64 0.10 -1.75
H -0.63 2.48 -0.25
```

What are the Löwdin partial charges on each atom? They are as follows, in elementary charge units:
1. C -0.10
2. C -0.18
3. C -0.28
4. C -0.24
5. N 0.01
6. N 0.04
7. C -0.34
8. O -0.01
9. H 0.07
10. H 0.08
11. H 0.05
12. H 0.11
13. H 0.10
14. H 0.11
15. H 0.12
16. H 0.16
17. H 0.00
18. H 0.06
19. H 0.15
20. H 0.09